# 1
Formula: C34H30CoFN6O6S5
Source: the Open Molecules 2025 dataset
Level of theory: ωB97M-V with the def2-TZVPD basis set

Its calculated total energy is -5567.319423 hartree. The calculation puts the HOMO energy (alpha / beta) at -3.170 / -3.142 eV. Its expectation value of S² is 0.77. The charge is -1. Its energy above the lowest of the compared OMol25 structures with the same formula, charge and spin is 14.6 kJ/mol. The frontier orbital gap (alpha / beta) comes out at 4.0 / 4.0 eV. The multiplicity is 2.

Atoms and positions in Å:
Co1 -0.61841 -1.33151 -1.16378
C1 5.12644 2.25337 2.05145
C2 5.41416 0.84328 1.57753
C3 6.09939 -0.00422 2.64164
C4 6.57761 -1.31322 2.02600
C5 5.52473 -1.93106 1.13665
C6 5.63845 -3.24238 0.72381
C7 4.62593 -3.83805 -0.01731
F1 4.79409 -5.12581 -0.38241
C8 3.47630 -3.17808 -0.35125
C9 3.35028 -1.84264 0.04353
C10 2.09475 -1.13458 -0.26027
O1 1.30495 -1.69491 -1.03840
C11 1.92470 0.13472 0.37440
C12 3.00973 0.69936 0.97844
N1 4.21598 0.11978 1.12309
C13 4.37382 -1.21626 0.75972
C14 0.64325 0.96523 0.39953
O2 0.72693 2.07691 0.94407
O3 -0.38959 0.45694 -0.10974
H1 6.07601 2.73420 2.28632
H2 4.51259 2.25489 2.95407
H3 4.62599 2.85445 1.29384
H4 6.08801 0.89333 0.71216
H5 5.38407 -0.19597 3.44623
H6 6.93767 0.54935 3.06761
H7 6.83464 -2.02653 2.81135
H8 7.49248 -1.13907 1.45139
H9 6.50234 -3.83522 0.99946
H10 2.66328 -3.65008 -0.88804
H11 2.87410 1.69813 1.36667
O4 -3.34816 -7.38680 0.33649
C15 -2.78761 -6.34125 0.09327
S1 -2.34451 -5.14501 1.31101
C16 -1.58241 -3.97198 0.23827
C17 -1.58292 -4.28165 -1.07747
S2 -0.92827 -3.32863 -2.38701
S3 -2.32995 -5.81282 -1.52524
S4 -0.98244 -2.50266 0.95588
O5 -2.58105 3.61216 -5.90600
N2 -3.48953 3.02874 -5.34635
O6 -4.66167 3.27334 -5.55182
C18 -3.15761 1.97184 -4.37430
C19 -4.21772 1.41756 -3.73917
C20 -4.04788 0.41578 -2.74628
C21 -5.12170 -0.16125 -2.03831
C22 -4.84853 -1.08613 -1.07518
C23 -3.51334 -1.43232 -0.80297
N3 -2.50012 -0.90438 -1.46122
C24 -2.75562 -0.00358 -2.43453
C25 -1.63412 0.53746 -3.15853
N4 -0.44079 0.00992 -2.83574
C26 0.64508 0.49778 -3.38476
C27 0.59839 1.53293 -4.32140
C28 -0.61230 2.05470 -4.70087
C29 -1.79577 1.56067 -4.11495
H12 -5.21211 1.76062 -3.98420
H13 -6.13807 0.13927 -2.26213
H14 -5.63184 -1.55055 -0.49411
H15 -3.24266 -2.14037 -0.03121
H16 1.57976 0.04169 -3.07863
H17 1.51682 1.91257 -4.74754
H18 -0.65663 2.83825 -5.43574
C30 -0.97798 2.51447 3.44287
N5 -1.70909 1.29255 3.14820
C31 -1.12691 0.10137 3.74030
C32 -2.78142 1.22913 2.35578
S5 -3.67183 -0.14771 2.07996
N6 -3.13461 2.47827 1.75250
C33 -3.34242 2.36391 0.31485
C34 -4.26540 3.09354 2.42752
H19 0.05669 2.39595 3.12429
H20 -1.01855 2.70373 4.52074
H21 -1.41027 3.34466 2.89894
H22 -1.07250 0.21794 4.82612
H23 -0.11541 -0.02711 3.34602
H24 -1.71434 -0.77306 3.48133
H25 -2.48565 1.85064 -0.12324
H26 -3.40447 3.37237 -0.10098
H27 -4.26023 1.81203 0.06975
H28 -4.05920 3.18350 3.49563
H29 -5.18735 2.50832 2.30109
H30 -4.41845 4.09526 2.02129

Atom charges from the Löwdin analysis, given in e for atoms 1 to 4: atom 1 (Co): 0.13, atom 2 (C): -0.05, atom 3 (C): -0.32, atom 4 (C): -0.15


# 2
Formula: C49H61BClKN15O6S3
Source: the Open Molecules 2025 dataset
Level of theory: ωB97M-V with the def2-TZVPD basis set

Its calculated total energy is -5456.288712 hartree. The calculation puts the HOMO energy at -4.780 eV. The charge is -1. The frontier orbital gap comes out at 6.6 eV. The multiplicity is 1.

Atoms and positions in Å:
K1 1.90602 1.68737 1.16337
C1 3.79068 -2.88524 -1.20090
C2 2.32478 -3.06980 -0.98852
C3 1.81158 -4.18476 -0.42281
C4 0.40590 -4.30774 -0.24468
N1 -0.37387 -3.30274 -0.46837
N2 0.14001 -2.15288 -0.95171
B1 -0.93007 -1.04880 -1.00865
N3 -2.20381 -1.36103 -0.22329
N4 -3.30029 -1.42011 -1.01200
C5 -4.46240 -1.52497 -0.45963
C6 -4.60634 -1.52949 0.96093
C7 -3.51938 -1.50596 1.76053
C8 -3.61071 -1.45376 3.24652
C9 -2.20519 -1.51278 1.13710
S1 -0.80297 -1.73577 1.99138
C10 -5.67076 -1.62121 -1.37754
C11 -5.24636 -1.56162 -2.84361
C12 -6.62558 -0.45721 -1.08343
C13 -6.38433 -2.95271 -1.11186
N5 -1.25703 -0.71135 -2.50312
N6 -1.54598 -1.46971 -3.54366
C14 -1.64717 -0.83931 -4.68615
C15 -1.47513 0.57158 -4.77912
C16 -1.16293 1.33214 -3.69123
C17 -0.96130 2.81059 -3.68074
C18 -1.01565 0.58598 -2.50048
S2 -0.56008 0.95982 -0.88623
C19 -1.96246 -1.66652 -5.92243
C20 -2.01612 -3.15281 -5.57631
C21 -0.86265 -1.43724 -6.96892
C22 -3.31912 -1.22753 -6.48953
C23 1.41071 -2.03337 -1.41918
S3 1.90363 -0.80529 -2.45314
C24 -0.29190 -5.58086 0.23434
C25 -1.28886 -6.01483 -0.84663
C26 0.70652 -6.71256 0.47302
C27 -1.04594 -5.28534 1.53466
H1 4.33964 -3.75057 -0.82886
H2 4.12229 -1.98789 -0.67697
H3 4.01011 -2.73492 -2.25784
H4 2.47577 -4.97664 -0.10362
H5 -5.59623 -1.52712 1.40163
H6 -4.65090 -1.52265 3.56676
H7 -3.17290 -0.50952 3.58288
H8 -3.02582 -2.25711 3.69580
H9 -4.76939 -0.60858 -3.07842
H10 -6.12902 -1.67861 -3.47760
H11 -4.52794 -2.34630 -3.08248
H12 -6.11340 0.50039 -1.19245
H13 -7.02992 -0.50809 -0.07137
H14 -7.46674 -0.47896 -1.78055
H15 -5.71802 -3.79339 -1.31497
H16 -7.26165 -3.04484 -1.75669
H17 -6.71709 -3.02944 -0.07527
H18 -1.59708 1.05242 -5.74317
H19 -1.06994 3.23257 -4.67948
H20 0.02408 3.06068 -3.27833
H21 -1.69364 3.27788 -3.01828
H22 -1.07360 -3.49472 -5.14915
H23 -2.21908 -3.72168 -6.48659
H24 -2.79867 -3.36409 -4.84804
H25 0.11994 -1.66795 -6.55326
H26 -0.84650 -0.40633 -7.32797
H27 -1.03432 -2.08628 -7.82982
H28 -4.12887 -1.51477 -5.81610
H29 -3.49316 -1.70229 -7.45775
H30 -3.37044 -0.14688 -6.63449
H31 -0.77481 -6.24620 -1.78299
H32 -2.00689 -5.21833 -1.04287
H33 -1.82996 -6.90661 -0.52071
H34 1.27970 -6.94645 -0.42710
H35 0.16544 -7.61442 0.76679
H36 1.40806 -6.47213 1.27449
H37 -1.68642 -4.41206 1.42029
H38 -0.35299 -5.07517 2.35166
H39 -1.65973 -6.14634 1.81353
O1 2.47130 -0.53162 1.17834
N7 3.56867 -0.65503 1.77342
N8 4.38350 0.35538 1.67782
O2 4.16940 1.45528 1.00365
C28 5.63316 0.19636 2.35130
C29 6.61695 1.14054 2.09987
C30 7.84422 1.03869 2.74352
C31 8.09100 0.00725 3.63578
C32 7.09173 -0.92866 3.88532
C33 5.86299 -0.83969 3.25429
H40 6.39365 1.94656 1.41719
H41 8.60835 1.78001 2.54466
H42 9.04668 -0.06736 4.13906
H43 7.26859 -1.73567 4.58623
H44 5.08289 -1.56050 3.44548
N9 3.92675 1.22544 -3.49917
C34 2.67792 1.69672 -3.59695
N10 2.47083 2.62692 -2.69494
C35 3.65894 2.65945 -2.02570
N11 4.57052 1.82562 -2.48178
C36 3.92335 3.51157 -0.85228
C37 5.23471 3.80617 -0.48176
N12 5.52243 4.47355 0.62410
C38 4.48248 4.85800 1.36185
C39 3.17845 4.62998 0.96032
N13 2.88856 3.95602 -0.15018
H45 4.33240 0.42223 -3.94590
H46 1.96505 1.32752 -4.31679
H47 6.05826 3.47268 -1.10103
H48 4.68999 5.36642 2.29545
H49 2.34531 4.99871 1.54741
N14 1.23787 0.62799 3.88506
C40 2.29521 1.48212 3.98814
N15 3.35265 1.03052 4.73002
O3 2.32074 2.59670 3.46554
H50 1.43327 -0.35991 3.93358
H51 0.51940 0.86055 3.19046
H52 3.25980 0.23351 5.33152
H53 4.09477 1.68328 4.90433
C41 -3.36199 6.68397 3.63339
C42 -2.20320 6.04076 4.33695
C43 -1.93692 6.27961 5.67453
C44 -0.86659 5.65767 6.29916
Cl1 -0.55960 5.97945 7.99501
C45 -0.05073 4.78889 5.60734
C46 -0.30174 4.53694 4.26377
C47 -1.36830 5.16451 3.63096
O4 -1.66921 5.00929 2.31600
C48 -0.95731 4.00582 1.60669
C49 -1.24570 2.56486 2.07207
O5 -2.30014 2.34565 2.66791
O6 -0.33539 1.75070 1.73145
H54 -3.99566 7.21705 4.34246
H55 -3.95896 5.93202 3.11647
H56 -3.01977 7.39007 2.87357
H57 -2.57191 6.95135 6.23888
H58 0.77692 4.29857 6.10180
H59 0.34754 3.84743 3.74279
H60 0.11774 4.20264 1.63342
H61 -1.28719 4.09068 0.56960

Atom charges from the Löwdin analysis, given in e for atoms 1 to 4: atom 1 (K): 0.76, atom 2 (C): -0.07, atom 3 (C): -0.25, atom 4 (C): 0.06


# 3
Formula: C5H8O2
Source: the Open Molecules 2025 dataset
Level of theory: ωB97M-V with the def2-TZVPD basis set

Its calculated total energy is -345.642394 hartree. The calculation puts the HOMO energy at -8.444 eV. Its energy above the lowest of the compared OMol25 structures with the same formula, charge and spin is 426.8 kJ/mol. The frontier orbital gap comes out at 9.2 eV. As for the SMILES: C[C@H]1O[C@H]2C[C@]21O. The multiplicity is 1.

Atoms and positions in Å:
C1 -1.90864 -0.24255 -0.17410
C2 -0.71726 0.67417 0.03368
O1 -0.26542 0.64590 1.42383
C3 1.09553 0.53570 1.04403
C4 1.21448 -1.00101 0.26026
C5 0.74121 0.29110 -0.33400
O2 1.48870 0.83664 -1.35522
H1 -1.57403 -1.28433 -0.21116
H2 -2.61620 -0.16046 0.66238
H3 -2.45475 -0.00837 -1.09359
H4 -0.86192 1.69186 -0.34496
H5 1.76135 1.14473 1.65082
H6 1.63000 -1.65911 -0.52373
H7 0.75745 -1.64279 0.98371
H8 1.70948 0.17851 -2.02195

Atom charges from the Löwdin analysis, given in e for atoms 1 to 4: atom 1 (C): -0.03, atom 2 (C): -0.25, atom 3 (O): -0.03, atom 4 (C): -0.11


- multiplicity of number 3 (C5H8O2)?
  1